Record 1
Below is a structure of composition C37H35BrF4GeN2O2P2Pt at a distorted geometry, with properties calculated with ωB97M-V with the def2-TZVPD basis set.

Last column: Mulliken charge in e.
Geometry (Å):
Pt (0.1002, -0.2429, 0.3950)  2.138
F (-4.4068, -1.2791, 5.8622)  -0.236
C (-3.9147, -0.9457, 4.6962)  0.607
C (-4.5624, -0.0095, 3.9103)  0.310
F (-5.6756, 0.5492, 4.3304)  -0.250
C (-4.0312, 0.3399, 2.6843)  0.266
F (-4.6988, 1.2418, 1.9726)  -0.342
C (-2.8492, -0.2251, 2.2014)  -0.263
P (-2.1644, 0.3304, 0.6128)  0.352
C (-3.3197, -0.0677, -0.6875)  0.190
C (-2.9444, 0.2486, -1.9972)  -0.115
C (-3.8366, 0.0477, -3.0355)  -0.810
C (-5.1011, -0.4705, -2.7718)  -0.708
C (-5.4539, -0.8340, -1.4801)  -0.797
C (-4.5590, -0.6526, -0.4347)  -0.775
C (-2.1212, 2.1313, 0.8452)  1.335
C (-1.2413, 2.6467, 1.8010)  -0.740
C (-1.2379, 4.0053, 2.0812)  -0.785
C (-2.1123, 4.8511, 1.4032)  -0.743
C (-2.9680, 4.3430, 0.4307)  -0.953
C (-2.9688, 2.9844, 0.1388)  -0.509
C (-2.2193, -1.1637, 3.0211)  -0.042
Br (-0.6167, -2.0067, 2.5030)  0.175
C (-2.7394, -1.5240, 4.2451)  0.313
F (-2.1239, -2.4120, 5.0079)  -0.284
H (-1.9497, 0.6197, -2.2022)  0.515
H (-3.5484, 0.2785, -4.0534)  0.519
H (-5.8068, -0.6106, -3.5810)  0.437
H (-6.4293, -1.2604, -1.2814)  0.480
H (-4.8335, -0.9681, 0.5641)  0.505
H (-0.5647, 1.9855, 2.3379)  0.364
H (-0.5812, 4.3995, 2.8477)  0.508
H (-2.1402, 5.9069, 1.6438)  0.449
H (-3.6900, 4.9947, -0.0480)  0.501
H (-3.6671, 2.5823, -0.5882)  0.542
C (-0.0396, -3.4238, -1.6769)  -1.210
Ge (1.0740, -2.2503, -0.6421)  0.767
C (2.7828, -1.8959, -1.5491)  0.807
C (3.4653, -3.0167, -2.0187)  -0.431
C (4.7002, -2.8696, -2.6409)  -0.907
C (5.2665, -1.6112, -2.7966)  -0.537
C (4.5980, -0.4903, -2.3193)  -1.316
C (3.3582, -0.6347, -1.6919)  0.125
C (1.7758, -2.9937, 0.9852)  1.173
C (1.6715, -4.3382, 1.2464)  -0.873
C (2.2210, -4.8581, 2.4440)  -1.073
C (2.8971, -4.0349, 3.3028)  -0.851
C (3.0182, -2.6431, 3.0478)  0.524
C (3.6728, -1.7550, 3.9435)  -0.829
C (3.7541, -0.4190, 3.6757)  -0.867
C (3.1672, 0.1102, 2.4982)  -1.133
C (2.5380, -0.7318, 1.6368)  1.732
C (2.4390, -2.1197, 1.8730)  0.621
H (0.6045, -4.2213, -2.0518)  0.457
H (-0.4672, -2.8872, -2.5240)  0.411
H (-0.8505, -3.8419, -1.0818)  0.393
H (3.0549, -4.0138, -1.8962)  0.323
H (5.2249, -3.7483, -2.9959)  0.453
H (6.2394, -1.5103, -3.2599)  0.452
H (5.0748, 0.4847, -2.3982)  0.645
H (2.8529, 0.2264, -1.2761)  0.393
H (1.1679, -5.0097, 0.5585)  0.464
H (2.1033, -5.9096, 2.6727)  0.461
H (3.3674, -4.4443, 4.1892)  0.463
H (4.0935, -2.1547, 4.8598)  0.481
H (4.2726, 0.2426, 4.3571)  0.466
H (3.2332, 1.1724, 2.2894)  0.570
H (2.1179, -0.3142, 0.6775)  -2.256
N (-0.2287, 4.4519, -1.4578)  -0.108
C (-0.4289, 3.3428, -2.4721)  -0.584
P (0.6675, 1.9113, -2.1445)  1.335
O (0.7467, 1.8478, -0.6338)  -0.946
O (0.2203, 0.7349, -2.9508)  -1.138
C (2.2914, 2.3713, -2.9578)  -1.004
N (2.5125, 1.4094, -4.1022)  -0.101
H (-0.5068, 5.3649, -1.8239)  0.420
H (0.7371, 4.5225, -1.1342)  0.364
H (-0.7893, 4.2749, -0.6300)  0.000
H (-0.2690, 3.7243, -3.4772)  0.553
H (-1.4615, 3.0024, -2.4004)  0.278
H (3.0931, 2.2539, -2.2397)  0.329
H (2.3138, 3.3936, -3.3294)  0.565
H (1.6952, 0.7766, -4.0953)  0.332
H (3.3546, 0.8402, -3.9554)  0.218
H (2.5801, 1.8683, -5.0092)  0.433

LUMO (alpha / beta) in eV: -9.871 / -9.714
Charge: +3
<S²>: 0.755
Spin multiplicity: 2

Record 2
Below is a structure of composition C16H26N10O2TeZr at a distorted geometry, with properties calculated with ωB97M-V with the def2-TZVPD basis set.

Last column: Mulliken charge in e.
Geometry (Å):
Zr (0.0116, -0.1771, -0.6828)  0.400
C (-3.6534, 2.4050, -0.0953)  -2.051
C (-2.3139, 1.7548, -0.0996)  1.279
N (-2.0999, 0.5289, -0.4618)  0.513
C (-3.1707, -0.3296, -0.9279)  -0.934
C (-2.5574, -1.6014, -1.5378)  -1.032
N (-1.4737, -2.0545, -0.6465)  0.054
C (-0.8431, -3.3300, -1.0428)  -0.958
C (0.5344, -3.0568, -1.6513)  -0.271
N (1.2445, -2.0821, -0.8109)  -0.082
C (2.5245, -1.6679, -1.3993)  -0.697
C (3.1661, -0.5601, -0.5511)  -0.937
N (2.1269, 0.3619, -0.1386)  0.408
C (2.3839, 1.5878, 0.1938)  0.888
C (3.7552, 2.1651, 0.2899)  -2.105
C (1.2142, 2.4403, 0.4524)  0.833
C (1.2707, 3.7971, 0.7773)  -0.992
C (0.0846, 4.5098, 0.8808)  -1.043
C (-1.1241, 3.8827, 0.6129)  -1.073
C (-1.1243, 2.5243, 0.2938)  0.620
N (0.0280, 1.8213, 0.2702)  0.760
H (-3.8695, 2.8002, -1.0908)  0.364
H (-3.6932, 3.2299, 0.6069)  0.559
H (-4.4397, 1.6950, 0.1507)  0.473
H (-3.7986, 0.1754, -1.6734)  0.518
H (-3.8186, -0.6154, -0.0827)  0.481
H (-2.1455, -1.3812, -2.5301)  0.266
H (-3.3390, -2.3664, -1.6475)  0.576
H (-1.9112, -2.1992, 0.2651)  0.312
H (-1.4541, -3.8722, -1.7750)  0.457
H (-0.7329, -3.9669, -0.1577)  0.360
H (0.4213, -2.6257, -2.6590)  -0.167
H (1.0904, -3.9988, -1.7518)  0.562
H (1.4247, -2.5162, 0.0998)  0.298
H (2.3195, -1.2766, -2.4102)  0.016
H (3.2199, -2.5140, -1.4959)  0.489
H (3.9504, -0.0755, -1.1472)  0.564
H (3.6332, -0.9956, 0.3436)  0.435
H (4.0365, 2.6150, -0.6645)  0.358
H (4.4820, 1.3931, 0.5311)  0.497
H (3.8071, 2.9417, 1.0473)  0.581
H (2.2040, 4.3107, 0.9395)  0.431
H (0.0990, 5.5545, 1.1454)  0.483
H (-2.0277, 4.4686, 0.6465)  0.441
O (-0.3212, -0.1862, -2.6255)  -0.740
O (0.3855, 0.9652, -2.1473)  -0.423
N (0.0322, -3.0065, 4.0387)  -0.541
N (0.0142, -1.9100, 3.2957)  1.201
N (-0.1145, -0.7195, 3.8061)  -1.058
C (-0.1770, 0.0553, 2.7367)  -0.197
N (-0.0859, -0.6550, 1.6111)  0.615
N (0.0406, -1.9194, 1.9896)  -0.912
H (0.2260, -2.8595, 5.0210)  0.302
H (0.3636, -3.8496, 3.5927)  0.263
H (-0.2860, 1.1177, 2.8012)  0.611
Te (0.4816, -0.7328, -4.5340)  -0.054

LUMO in eV: -7.263
Charge: +2
Spin multiplicity: 1

Record 3
Below is a structure of composition C5H8Ag5B2Br4F8O3 at a distorted geometry, with properties calculated with ωB97M-V with the def2-TZVPD basis set.

Last column: Mulliken charge in e.
Geometry (Å):
Ag (2.5961, -6.0349, 1.7674)  0.992
Ag (-2.4085, -3.5685, 2.9179)  0.716
Ag (0.8009, -3.9357, -3.7421)  0.947
Ag (-4.6072, -2.4713, -2.4390)  0.536
Ag (2.9269, 0.1895, 3.0417)  0.988
C (-0.2037, -1.0489, 0.0608)  0.658
O (0.7257, -1.8749, 0.3763)  -0.634
O (-0.6996, -1.0697, -1.0741)  -0.617
O (-0.6009, -0.3247, 0.9745)  -0.588
B (1.8044, -3.7086, 6.0435)  0.643
F (2.7826, -3.4628, 5.1447)  -0.398
F (1.1979, -2.4606, 6.2565)  -0.415
F (0.9670, -4.6702, 5.4656)  -0.434
F (2.5975, -4.0286, 7.2046)  -0.400
B (4.2484, -6.8519, -2.4581)  0.589
F (4.2948, -5.6228, -1.8755)  -0.408
F (3.5853, -7.7400, -1.6519)  -0.395
F (3.4844, -6.6430, -3.5849)  -0.398
F (5.5781, -7.2753, -2.6535)  -0.383
Br (-1.7898, 4.2619, -6.7649)  -0.111
C (-1.0179, 3.1010, -5.3605)  -0.654
C (-0.4237, 4.0130, -4.1499)  -0.518
Br (1.4306, 4.5058, -4.8750)  -0.138
H (-0.3084, 2.5311, -5.9604)  0.374
H (-1.7569, 2.3601, -5.0556)  0.326
H (-0.2583, 3.3607, -3.2925)  0.326
H (-1.1005, 4.8372, -3.9247)  0.397
Br (-1.4679, 7.1263, 2.7937)  -0.121
C (-2.7570, 5.6483, 3.1462)  -0.652
C (-3.2999, 4.9484, 1.9041)  -0.553
Br (-4.3016, 6.1048, 0.6320)  -0.124
H (-3.5355, 6.1430, 3.7270)  0.358
H (-2.3462, 4.9629, 3.8875)  0.380
H (-3.7338, 3.9889, 2.1858)  0.389
H (-2.4030, 4.7093, 1.3327)  0.324

LUMO in eV: -6.527
Charge: +1
Spin multiplicity: 1

Record-wise electronic energy values, in Ha: -7542.46309 -1637.88687 -12300.17874
Record-wise energy relative to the best compared isomer or geometry (same formula, charge and spin) values, in kcal per mole: 35.6 51.4 357.1